# 1
The following is a quantum chemistry calculation of a molecular structure, C9H25AlCl2O3PSSi2 in a non-equilibrium geometry, from the Open Molecules 2025 dataset.

Geometry as XYZ:
```
44
Properties=species:S:1:pos:R:3
C 5.5042 4.0276 2.8692
C 4.1710 4.4095 1.9512
Cl 4.4744 4.7067 0.1136
C 2.7730 4.5127 2.5212
Cl 2.4413 4.2587 4.3621
Al 1.1915 4.9391 1.2198
P -0.7908 3.8413 1.9049
O -1.5288 4.6437 3.2980
O -0.5543 2.1475 2.2351
S -2.0782 4.0023 0.4261
H 5.9727 3.0667 2.3449
H 6.2651 4.9126 2.9718
H 5.2045 3.6619 3.9622
H 1.6692 4.4214 -0.2325
H 0.9027 6.5049 1.1015
H -2.5058 4.3516 3.3208
H -0.5553 1.7027 1.3159
O -1.0621 -1.8482 -1.0844
Si -1.8930 -2.6859 0.1078
C -0.9003 -4.1793 0.6769
C -3.5516 -3.2866 -0.5450
C -2.2155 -1.5955 1.6035
Si -0.4407 -2.1001 -2.6217
C 0.3851 -0.5462 -3.2817
C -1.8114 -2.5843 -3.8157
C 0.8421 -3.4759 -2.5959
H -0.7871 -4.9011 -0.1369
H -1.4008 -4.6800 1.5100
H 0.0971 -3.8727 1.0064
H -4.1342 -2.4496 -0.9398
H -4.1297 -3.7625 0.2527
H -3.4103 -4.0171 -1.3469
H -2.8155 -0.7242 1.3258
H -1.2731 -1.2416 2.0349
H -2.7569 -2.1530 2.3744
H -0.3312 0.2779 -3.3434
H 0.7867 -0.7260 -4.2843
H 1.2108 -0.2401 -2.6331
H -2.2461 -3.5478 -3.5349
H -1.4251 -2.6664 -4.8338
H -2.6081 -1.8330 -3.8087
H 0.3814 -4.4295 -2.3215
H 1.6292 -3.2520 -1.8701
H 1.3041 -3.5904 -3.5802
```

Results
- Net charge: -1
- Calculated total energy: -3065.19496 Eh
- Maximum force: 5.10 eV/A
- Lowest unoccupied orbital energy: 0.0857 Ha

natural (NBO) atomic charge list, values in e, 6 entries: -0.67, -0.07, -0.06, -0.43, -0.11, 0.90



# 2
The following is a quantum chemistry calculation of a molecular structure, C9H25ClO6P2SSi2 in a non-equilibrium geometry, from the Open Molecules 2025 dataset.

Geometry as XYZ:
```
46
Properties=species:S:1:pos:R:3
C -4.3545 -1.8270 0.0616
C -2.8784 -2.2773 0.3490
C -2.1758 -2.4916 -1.0415
C -2.1669 -1.1152 -1.7754
C -0.8197 -0.7585 -2.4707
Si -1.0691 0.9711 -3.2548
O 0.3122 1.5198 -4.1160
Si 1.2463 2.7296 -3.3720
Cl 0.1276 4.2675 -2.4628
P 2.6117 1.6596 -1.9639
P 3.6754 3.0318 -0.6587
O 5.1190 2.5935 -0.6598
O 3.5943 4.6083 -1.1241
O 3.0228 2.8556 0.8840
H -4.6550 -2.0150 -0.9773
H -5.0212 -2.3685 0.7481
H -4.5008 -0.7532 0.2465
H -2.3739 -1.4194 0.8160
H -2.8543 -3.1796 0.9675
H -1.1772 -2.9317 -0.9275
H -2.8598 -3.1494 -1.5990
H -2.9645 -1.0308 -2.5273
H -2.3543 -0.3262 -1.0233
H -0.6239 -1.4376 -3.3200
H 0.0320 -0.7870 -1.7759
H -1.5103 1.8590 -2.1760
H -2.1789 0.8339 -4.2165
H 2.1164 3.3962 -4.3561
H 1.7103 0.8876 -1.1707
H 4.4821 4.9557 -0.9926
H 3.3592 2.0011 1.2133
C 0.8054 -0.0575 3.9627
C -0.2603 -0.4033 2.9178
C 0.4625 -0.6455 1.5883
S 2.1058 -1.2241 2.0119
O 3.0625 -0.2310 1.5775
O 2.2328 -2.6155 1.6544
C 1.9136 -1.0888 3.7818
H 0.4023 -0.0782 4.9746
H 1.1948 0.9465 3.7750
H -0.7871 -1.3114 3.2207
H -1.0031 0.3885 2.8220
H -0.0368 -1.4010 0.9848
H 0.5687 0.2769 1.0160
H 2.8584 -0.7917 4.2322
H 1.6095 -2.0662 4.1564
```

Results
- Net charge: 0
- Calculated total energy: -2929.62542 Eh
- Maximum force: 3.15 eV/A
- Lowest unoccupied orbital energy: 0.0153 Ha

natural (NBO) atomic charge list, values in e, 6 entries: -0.62, -0.39, -0.40, -0.41, -0.86, 1.41



# 3
The following is a quantum chemistry calculation of a molecular structure, C9H25FInSi, from the Open Molecules 2025 dataset.

Geometry as XYZ:
```
37
Properties=species:S:1:pos:R:3
C -0.9302 1.4004 -1.8893
Si 0.4527 0.6681 -2.9884
C -0.0711 -1.1351 -3.3222
C 1.9847 0.5634 -1.8510
In 0.8159 2.0090 -5.1878
F 2.4348 1.1141 -6.0429
H -1.9103 0.9901 -2.1498
H -0.7612 1.2060 -0.8265
H -0.9962 2.4832 -2.0207
H 0.3283 -1.4550 -4.2866
H 0.2725 -1.8430 -2.5613
H -1.1607 -1.2182 -3.3733
H 1.7261 0.7071 -0.7988
H 2.7191 1.3255 -2.1194
H 2.4769 -0.4088 -1.9414
H -0.5097 1.7783 -6.3349
H 1.2318 3.7091 -4.9594
C 0.1378 1.2000 4.1151
C -0.9300 0.1270 3.9343
C -0.3575 -1.2601 3.6445
C 0.5021 -1.3430 2.3808
C -0.1899 -0.8666 1.1054
C -1.4439 -1.6554 0.7492
H 0.7238 1.3389 3.2057
H -0.3055 2.1641 4.3679
H 0.8304 0.9286 4.9162
H -1.6049 0.4214 3.1259
H -1.5465 0.0709 4.8361
H -1.1823 -1.9746 3.5724
H 0.2460 -1.5802 4.5012
H 0.8207 -2.3820 2.2456
H 1.4194 -0.7651 2.5225
H 0.5180 -0.9273 0.2769
H -0.4431 0.1936 1.1943
H -1.2156 -2.7187 0.6384
H -1.8654 -1.3053 -0.1936
H -2.2174 -1.5606 1.5148
```

Results
- Net charge: -1
- Calculated total energy: -937.44809 Eh
- Maximum force: 0.30 eV/A
- Lowest unoccupied orbital energy: 0.1008 Ha

Löwdin atomic charge list, values in e, 6 entries: -0.26, 0.38, -0.26, -0.25, 0.29, -0.63



Question: The lowest lowest unoccupied orbital energy belongs to which entry?
Answer: C9H25ClO6P2SSi2